(w)
ORCA calculation (wB97M-V/def2-TZVPD) on one molecule with the formula C4H8N2.

## Properties
frontier orbital gap = 8.7237 eV

Last column: Mulliken charge in e.
Positions of all 14 atoms, in Å:
1 C -1.175 -0.808 -0.795  -1.279
2 C -0.323 -0.321 0.401  0.120
3 C 1.188 -0.372 -0.031  -0.386
4 C 1.626 0.939 0.372  -0.335
5 H -1.357 -0.120 -1.726  0.321
6 H -0.855 -1.934 -1.265  0.287
7 H -2.199 -0.773 -0.299  0.344
8 H -0.576 -0.756 1.438  0.311
9 H 1.031 -0.573 -1.252  0.257
10 H 1.410 -1.193 0.561  0.299
11 H 2.639 1.476 0.652  0.317
12 H -1.368 1.536 1.052  0.292
13 N 0.530 1.758 0.430  -0.619
14 N -0.572 1.140 0.461  0.071


(x)
ORCA calculation (wB97M-V/def2-TZVPD) on C4H8N2 as an isolated structure.

## Properties
frontier orbital gap = 8.5420 eV

Last column: Mulliken charge in e.
Positions of all 14 atoms, in Å:
1 C -2.128 -0.077 0.066  -0.673
2 C -0.685 -0.166 -0.138  0.319
3 C 1.425 -0.698 0.028  -0.382
4 C 1.338 0.794 0.074  -0.371
5 H -2.555 1.341 -0.241  0.184
6 H -2.402 -1.054 -0.852  0.255
7 H -2.314 -0.433 1.454  0.239
8 H 1.938 -1.041 -0.989  0.189
9 H 2.126 -1.176 0.738  0.288
10 H 1.825 1.164 -0.818  0.226
11 H 1.763 1.227 1.018  0.269
12 H -0.523 1.952 -0.336  0.260
13 N 0.089 -1.204 -0.004  -0.602
14 N -0.026 1.047 -0.017  -0.202


Short version: (x) is the least stable of them.


(w)
ORCA calculation (wB97M-V/def2-TZVPD) on C4H8N2 as an isolated structure.

## Properties
frontier orbital gap = 8.3119 eV

Last column: Mulliken charge in e.
Positions of all 14 atoms, in Å:
1 C -1.940 -0.479 -0.071  -0.969
2 C 0.939 -0.339 0.351  0.619
3 N 1.898 0.578 -0.257  -0.444
4 C 0.174 0.866 0.425  -0.203
5 C -0.960 0.617 -0.343  -0.514
6 N 0.921 -1.592 0.512  -0.646
7 H 2.373 0.268 -1.094  0.222
8 H 2.483 1.188 0.304  0.241
9 H 1.693 -2.079 0.066  0.232
10 H 0.413 1.787 0.963  0.323
11 H -1.398 1.492 -0.822  0.295
12 H -2.477 -0.734 -0.987  0.271
13 H -1.429 -1.376 0.277  0.350
14 H -2.690 -0.199 0.676  0.224


(x)
ORCA calculation (wB97M-V/def2-TZVPD) on one molecule with the formula C4H8N2.

## Properties
frontier orbital gap = 8.6189 eV

Last column: Mulliken charge in e.
Positions of all 14 atoms, in Å:
1 C 0.337 0.627 0.827  0.190
2 C -2.788 0.141 -0.296  -0.644
3 C 2.058 -0.400 -0.623  -0.959
4 C 1.675 0.126 0.726  -0.113
5 N -2.063 0.249 0.971  -1.255
6 N -0.792 0.326 0.978  0.701
7 H -2.327 -0.471 -1.125  0.234
8 H -3.022 1.174 -0.598  0.280
9 H -3.755 -0.313 -0.190  0.281
10 H 2.324 0.452 -1.326  0.273
11 H 1.295 -1.031 -1.244  0.276
12 H 2.914 -1.184 -0.610  0.273
13 H 2.397 0.946 1.087  0.226
14 H 1.748 -0.641 1.423  0.237


(y)
ORCA calculation (wB97M-V/def2-TZVPD) on one molecule with the formula C4H8N2.

## Properties
frontier orbital gap = 9.5513 eV

Last column: Mulliken charge in e.
Positions of all 14 atoms, in Å:
1 C -0.994 0.517 0.129  -0.341
2 C 0.243 0.946 -0.550  -0.092
3 C -1.738 -0.492 -0.318  -0.860
4 C 1.405 0.902 0.258  -0.445
5 N 1.218 -0.228 -0.519  -0.257
6 N 0.799 -1.464 0.148  -0.583
7 H -1.262 0.994 1.067  0.322
8 H 0.211 1.458 -1.446  0.443
9 H -1.401 -0.990 -1.220  0.460
10 H -2.503 -0.905 0.333  0.257
11 H 2.190 1.594 0.005  0.264
12 H 1.243 0.916 1.365  0.234
13 H 0.057 -1.914 -0.384  0.303
14 H 0.532 -1.334 1.132  0.295


Short version: (w) is the least stable of them.


(w)
ORCA calculation (wB97M-V/def2-TZVPD) on one molecule with the formula C4H8N2.

## Properties
frontier orbital gap = 9.5847 eV

Last column: Mulliken charge in e.
Positions of all 14 atoms, in Å:
1 C 1.696 0.922 -0.020  -1.060
2 C 0.986 -0.392 -0.020  0.709
3 C -1.478 0.667 0.020  -0.507
4 C -1.679 -0.853 -0.011  -0.385
5 H 1.596 1.483 0.927  0.246
6 H 2.775 0.776 -0.179  0.325
7 H 1.240 1.575 -0.779  0.287
8 H 0.923 -2.260 0.006  0.207
9 H -1.542 1.176 1.003  0.242
10 H -1.728 1.303 -0.864  0.236
11 H -2.030 -1.252 -0.947  0.242
12 H -2.006 -1.358 0.911  0.245
13 N 1.634 -1.497 0.010  -0.720
14 N -0.389 -0.291 -0.060  -0.068


(x)
ORCA calculation (wB97M-V/def2-TZVPD) on one molecule with the formula C4H8N2.

## Properties
frontier orbital gap = 8.6933 eV

Last column: Mulliken charge in e.
Positions of all 14 atoms, in Å:
1 C -1.767 -0.473 0.691  -1.081
2 C -0.333 -0.299 0.374  0.082
3 N 0.272 2.065 0.353  -0.683
4 C 0.841 -0.596 -0.382  0.608
5 C 1.715 -1.203 -1.187  -0.845
6 N 0.435 0.759 -0.183  -0.078
7 H -0.515 2.506 -0.122  0.241
8 H 1.104 2.604 0.126  0.240
9 H 0.529 -0.924 1.082  0.072
10 H -2.062 0.100 1.574  0.305
11 H -1.997 -1.525 0.862  0.322
12 H -2.371 -0.118 -0.146  0.298
13 H 2.360 -0.619 -1.825  0.260
14 H 1.789 -2.277 -1.218  0.259


(y)
ORCA calculation (wB97M-V/def2-TZVPD) on one molecule with the formula C4H8N2.

## Properties
frontier orbital gap = 10.6794 eV

Last column: Mulliken charge in e.
Positions of all 14 atoms, in Å:
1 C -1.008 -0.120 0.002  0.923
2 C -0.764 1.538 0.375  -1.089
3 C 1.590 -0.628 0.106  -1.240
4 C 0.269 -0.672 -0.747  -0.599
5 N -2.276 -0.682 -0.274  -0.360
6 N -1.805 -0.931 0.847  -0.359
7 H -1.580 1.918 0.918  0.428
8 H -0.494 2.053 -0.639  0.250
9 H 0.123 1.480 0.950  0.285
10 H 1.981 0.293 0.331  0.383
11 H 2.235 -1.264 -0.385  0.392
12 H 1.334 -1.074 1.062  0.325
13 H -0.014 -1.663 -0.777  0.365
14 H 0.410 -0.248 -1.769  0.296


(z)
ORCA calculation (wB97M-V/def2-TZVPD) on one molecule with the formula C4H8N2.

## Properties
frontier orbital gap (spin up / spin down) = 6.9513 / 9.6135 eV

Last column: Mulliken charge in e.
Positions of all 14 atoms, in Å:
1 C 1.749 0.214 -0.042  -0.426
2 N 1.278 -1.099 0.329  -0.610
3 C 0.661 -0.433 -0.837  0.080
4 C -0.710 -0.057 -0.778  -0.724
5 C -1.609 0.058 0.327  -0.059
6 N -1.091 0.331 1.556  -0.694
7 H 2.726 0.243 -0.519  0.256
8 H 1.511 1.076 0.579  0.162
9 H 0.640 -1.015 1.135  0.352
10 H 0.955 -0.837 -1.805  0.390
11 H -1.181 0.150 -1.732  0.393
12 H -2.414 -0.688 0.359  0.379
13 H -2.121 0.987 -0.082  0.238
14 H -0.395 1.070 1.509  0.263


Short version: (x) is the least stable of them.


(w)
ORCA calculation (wB97M-V/def2-TZVPD) on a 2-piece molecular cluster, C4H8N2 overall.

## Properties
frontier orbital gap = 9.6817 eV

Last column: Mulliken charge in e.
Positions of all 14 atoms, in Å:
1 C 1.510 0.160 -0.023  -0.137
2 C 1.085 1.268 0.399  -0.687
3 C 0.768 -1.147 0.001  -0.448
4 C -0.665 -0.868 -0.016  -0.187
5 N -2.437 0.526 -0.244  -0.587
6 N -1.285 0.122 0.456  -0.113
7 H 2.583 0.027 -0.382  0.271
8 H 1.825 2.051 0.306  0.320
9 H 0.993 -1.911 -0.838  0.262
10 H 1.097 -1.576 0.875  0.250
11 H -1.319 -1.507 -0.626  0.292
12 H -2.431 -0.211 -0.968  0.262
13 H -2.195 1.453 -0.618  0.273
14 H 0.470 1.613 1.678  0.227


(x)
ORCA calculation (wB97M-V/def2-TZVPD) on C4H8N2 as an isolated structure.

## Properties
frontier orbital gap = 10.8525 eV

Last column: Mulliken charge in e.
Positions of all 14 atoms, in Å:
1 C -2.339 -0.228 -0.103  0.060
2 C 0.227 -1.030 -0.882  -1.256
3 C -0.124 1.384 -0.051  -1.551
4 C -0.388 -0.120 0.192  1.236
5 N -3.469 -0.107 -0.216  -0.467
6 N -0.016 -0.457 1.478  -0.573
7 H 0.382 -0.403 -1.786  0.292
8 H 1.060 -1.763 -0.527  0.329
9 H -0.546 -1.710 -1.257  0.347
10 H -0.533 1.636 -1.127  0.314
11 H 0.939 1.677 -0.052  0.403
12 H -0.513 2.059 0.634  0.443
13 H -0.127 0.211 2.213  0.202
14 H -0.114 -1.336 2.054  0.221


Short version: (w) is the least stable of them.


(w)
ORCA calculation (wB97M-V/def2-TZVPD) on O2 as an isolated structure.

## Properties
frontier orbital gap = 7.5029 eV

Last column: Mulliken charge in e.
Positions of all 2 atoms, in Å:
1 O 0.000 0.000 0.846  0.000
2 O 0.000 0.000 -0.846  0.000


(x)
ORCA calculation (wB97M-V/def2-TZVPD) on O2 as an isolated structure.

## Properties
frontier orbital gap = 7.5176 eV

Last column: Mulliken charge in e.
Positions of all 2 atoms, in Å:
1 O 0.000 0.000 0.838  0.000
2 O 0.000 0.000 -0.838  0.000


Short version: (w) is the least stable of them.


(w)
ORCA calculation (wB97M-V/def2-TZVPD) on a 2-piece molecular cluster, O2 overall.

## Properties
frontier orbital gap = 7.3687 eV

Last column: Mulliken charge in e.
Positions of all 2 atoms, in Å:
1 O 0.000 0.000 0.921  0.000
2 O 0.000 0.000 -0.921  0.000


(x)
ORCA calculation (wB97M-V/def2-TZVPD) on one molecule with the formula O2.

## Properties
frontier orbital gap = 7.7176 eV

Last column: Mulliken charge in e.
Positions of all 2 atoms, in Å:
1 O -0.442 0.480 0.309  0.000
2 O 0.442 -0.480 -0.309  0.000


Short version: (w) is the least stable of them.


(w)
ORCA calculation (wB97M-V/def2-TZVPD) on one molecule with the formula C2H5NOS.

## Properties
frontier orbital gap = 9.5422 eV

Last column: Mulliken charge in e.
Positions of all 10 atoms, in Å:
1 C -0.286 -1.954 0.719  -0.754
2 C -0.399 1.072 -0.259  0.178
3 H 0.460 -2.079 0.057  0.316
4 H -0.165 -1.671 1.866  0.266
5 H -1.108 -2.747 0.620  0.267
6 H -1.180 1.825 -0.917  0.222
7 H 2.076 2.459 -1.153  0.327
8 N 0.849 1.193 -0.077  -0.322
9 O 1.112 2.363 -0.863  -0.433
10 S -1.358 -0.461 0.007  -0.066


(x)
ORCA calculation (wB97M-V/def2-TZVPD) on a 2-piece molecular cluster, C2H5NOS overall.

## Properties
frontier orbital gap = 8.1421 eV

Last column: Mulliken charge in e.
Positions of all 10 atoms, in Å:
1 C -0.965 -0.205 -0.106  0.143
2 C 0.618 1.133 -0.026  -0.426
3 N -0.678 -1.475 -0.228  -0.347
4 O 1.770 0.496 -0.222  -0.459
5 S -2.428 0.419 0.304  -0.363
6 H 0.421 1.569 -0.956  0.321
7 H 0.340 1.785 0.756  0.355
8 H 0.214 -2.021 -0.207  0.237
9 H -1.431 -2.030 -0.003  0.206
10 H 2.139 0.329 0.687  0.333


(y)
ORCA calculation (wB97M-V/def2-TZVPD) on C2H5NOS as an isolated structure.

## Properties
frontier orbital gap = 9.1491 eV

Last column: Mulliken charge in e.
Positions of all 10 atoms, in Å:
1 C -1.890 0.381 0.073  -0.722
2 C 0.935 0.055 0.085  0.515
3 H -1.821 0.894 -0.896  0.258
4 H -2.729 -0.358 0.308  0.305
5 H -1.653 1.144 1.022  0.259
6 H 2.910 -0.282 -0.669  0.380
7 H 1.885 -1.658 0.068  0.289
8 N 1.923 -0.619 0.217  -0.499
9 O 0.985 1.329 -0.101  -0.645
10 S -0.545 -0.886 -0.106  -0.140


Short version: (w) is the least stable of them.